{
  "formula": "C5H12O",
  "method": "ωB97M-V/def2-TZVPD",
  "de_lowest_kcal_mol": 10.6,
  "total_energy_ev": -7426.8535,
  "smiles": "COC(C)(C)C",
  "elements": ["C", "O", "C", "C", "C", "C", "H", "H", "H", "H", "H", "H", "H", "H", "H", "H", "H", "H"],
  "positions_angstrom": [[2.028, -0.369, -0.426], [1.139, 0.013, 0.591], [-0.243, 0.092, 0.238], [-0.465, 1.062, -0.934], [-0.799, -1.294, -0.110], [-0.906, 0.622, 1.510], [1.969, 0.298, -1.292], [1.868, -1.403, -0.767], [3.033, -0.286, -0.007], [0.000, 0.709, -1.862], [-1.534, 1.166, -1.143], [-0.058, 2.053, -0.704], [-0.399, -1.664, -1.061], [-0.550, -2.015, 0.676], [-1.889, -1.246, -0.205], [-0.846, -0.121, 2.312], [-0.389, 1.525, 1.850], [-1.960, 0.861, 1.334]],
  "nbo_charge": [-0.25, -0.55, 0.26, -0.64, -0.64, -0.61, 0.16, 0.16, 0.19, 0.21, 0.22, 0.22, 0.21, 0.22, 0.21, 0.21, 0.22, 0.20]
}

=====

{
  "formula": "C5H12O",
  "method": "ωB97M-V/def2-TZVPD",
  "de_lowest_kcal_mol": 167.2,
  "total_energy_ev": -7420.0612,
  "elements": ["C", "C", "O", "C", "C", "C", "H", "H", "H", "H", "H", "H", "H", "H", "H", "H", "H", "H"],
  "positions_angstrom": [[1.397, -0.264, -1.209], [1.539, 0.442, 1.039], [0.236, 0.432, 1.337], [-0.628, 0.644, 0.357], [-0.296, -1.142, -0.597], [-2.060, 0.584, 0.784], [0.924, -0.435, -2.184], [2.230, -0.962, -1.103], [1.762, 0.763, -1.251], [2.132, -0.012, 1.831], [1.924, 1.378, 0.636], [-0.352, 1.406, -0.374], [-1.154, -0.990, -1.265], [-0.620, -1.548, 0.369], [0.261, -1.979, -1.040], [-2.377, 1.496, 1.303], [-2.211, -0.264, 1.460], [-2.705, 0.451, -0.091]],
  "nbo_charge": [-0.63, -0.15, -0.44, 0.20, -0.64, -0.67, 0.18, 0.20, 0.19, 0.17, 0.15, 0.17, 0.19, 0.20, 0.21, 0.23, 0.22, 0.22]
}

=====

{
  "formula": "C5H12O",
  "method": "ωB97M-V/def2-TZVPD",
  "de_lowest_kcal_mol": 30.6,
  "total_energy_ev": -7425.9830,
  "smiles": "CC(C)CCO",
  "elements": ["C", "C", "C", "C", "C", "O", "H", "H", "H", "H", "H", "H", "H", "H", "H", "H", "H", "H"],
  "positions_angstrom": [[-0.226, -1.633, -0.152], [-0.780, -0.244, -0.395], [-1.605, 0.269, 0.770], [0.160, 0.720, -0.989], [1.389, 1.014, 0.180], [2.345, -0.016, 0.114], [0.352, -1.982, -1.004], [0.410, -1.644, 0.731], [-1.048, -2.329, 0.009], [-1.556, -0.307, -1.416], [-1.044, 0.205, 1.701], [-1.913, 1.301, 0.613], [-2.501, -0.341, 0.875], [0.695, 0.314, -1.844], [-0.294, 1.686, -1.199], [1.843, 1.956, -0.146], [0.986, 1.154, 1.189], [2.787, -0.122, 0.963]],
  "nbo_charge": [-0.61, -0.18, -0.62, -0.40, -0.07, -0.73, 0.22, 0.20, 0.21, 0.17, 0.20, 0.21, 0.21, 0.22, 0.20, 0.15, 0.16, 0.47]
}

=====

{
  "formula": "C5H12O",
  "method": "ωB97M-V/def2-TZVPD",
  "de_lowest_kcal_mol": 24.8,
  "total_energy_ev": -7426.2362,
  "smiles": "CC=C(C)C.O",
  "elements": ["C", "C", "C", "C", "C", "H", "H", "H", "H", "H", "H", "H", "H", "H", "H", "O", "H", "H"],
  "positions_angstrom": [[-0.672, 0.757, -0.767], [0.036, -0.314, 0.044], [1.039, -0.043, 0.957], [1.839, -1.170, 1.549], [1.545, 1.315, 1.387], [-1.694, 0.352, -0.853], [-0.215, 0.774, -1.771], [-0.734, 1.792, -0.391], [-0.418, -1.301, -0.119], [1.376, -2.117, 1.222], [1.768, -1.105, 2.648], [2.904, -1.183, 1.265], [1.543, 1.297, 2.490], [0.861, 2.110, 1.047], [2.565, 1.556, 1.041], [-4.297, -0.810, -3.176], [-3.950, -1.413, -3.872], [-3.496, -0.496, -2.699]],
  "nbo_charge": [-0.65, -0.20, 0.02, -0.64, -0.65, 0.20, 0.22, 0.22, 0.20, 0.21, 0.21, 0.22, 0.22, 0.21, 0.22, -0.94, 0.47, 0.47]
}

=====

{
  "formula": "C5H12O",
  "method": "ωB97M-V/def2-TZVPD",
  "de_lowest_kcal_mol": 14.3,
  "total_energy_ev": -7426.6909,
  "smiles": "CCCOCC",
  "elements": ["C", "C", "C", "O", "C", "C", "H", "H", "H", "H", "H", "H", "H", "H", "H", "H", "H", "H"],
  "positions_angstrom": [[2.714, -0.297, -0.347], [1.455, -0.936, 0.241], [0.385, 0.113, 0.448], [-0.833, -0.491, 0.821], [-1.927, 0.394, 0.670], [-2.466, 0.430, -0.760], [3.511, -1.030, -0.496], [3.108, 0.492, 0.307], [2.505, 0.167, -1.320], [1.665, -1.433, 1.195], [1.049, -1.699, -0.434], [0.717, 0.843, 1.209], [0.270, 0.668, -0.499], [-1.609, 1.396, 0.994], [-2.729, 0.055, 1.334], [-3.162, 1.266, -0.888], [-3.012, -0.489, -1.005], [-1.644, 0.552, -1.470]],
  "nbo_charge": [-0.61, -0.41, -0.05, -0.54, -0.06, -0.64, 0.21, 0.20, 0.20, 0.20, 0.21, 0.16, 0.15, 0.16, 0.19, 0.21, 0.21, 0.20]
}

=====

{
  "formula": "C5H12O",
  "method": "ωB97M-V/def2-TZVPD",
  "de_lowest_kcal_mol": 134.8,
  "total_energy_ev": -7421.4673,
  "elements": ["C", "O", "C", "C", "C", "C", "H", "H", "H", "H", "H", "H", "H", "H", "H", "H", "H", "H"],
  "positions_angstrom": [[-1.582, -0.078, 0.912], [-0.915, 1.188, 0.957], [-0.783, -1.138, 0.234], [-0.144, -0.971, -0.962], [1.466, -0.167, -0.949], [1.497, 1.176, -0.631], [-1.916, -0.341, 1.914], [-2.496, 0.128, 0.339], [1.151, -0.353, 2.321], [1.499, -0.532, 1.689], [-0.676, -2.096, 0.721], [0.201, -1.945, -1.332], [-0.705, -0.445, -1.709], [2.013, -0.812, -0.267], [1.831, -0.402, -1.942], [2.117, 1.472, 0.201], [-0.072, 1.162, 0.480], [1.308, 1.922, -1.402]],
  "nbo_charge": [-0.12, -0.72, -0.11, -0.47, -0.40, -0.52, 0.18, 0.17, 0.03, -0.02, 0.20, 0.23, 0.23, 0.21, 0.24, 0.21, 0.48, 0.20]
}

=====

{
  "formula": "C5H12O",
  "method": "ωB97M-V/def2-TZVPD",
  "de_lowest_kcal_mol": 41.0,
  "total_energy_ev": -7425.5333,
  "smiles": "CCOC.C=C",
  "elements": ["C", "C", "O", "C", "H", "H", "H", "H", "H", "H", "H", "H", "C", "C", "H", "H", "H", "H"],
  "positions_angstrom": [[-3.867, -0.916, -1.238], [-3.187, -0.037, -0.201], [-2.005, 0.493, -0.760], [-1.301, 1.320, 0.125], [-3.203, -1.727, -1.526], [-4.785, -1.330, -0.831], [-4.098, -0.330, -2.123], [-3.857, 0.784, 0.104], [-2.944, -0.624, 0.700], [-1.905, 2.184, 0.432], [-0.417, 1.668, -0.407], [-0.993, 0.773, 1.025], [5.210, -0.892, 0.436], [5.644, 0.138, 1.131], [4.735, -1.738, 0.905], [5.308, -0.940, -0.636], [6.120, 0.984, 0.662], [5.545, 0.187, 2.203]],
  "nbo_charge": [-0.62, -0.06, -0.54, -0.24, 0.21, 0.21, 0.21, 0.16, 0.16, 0.16, 0.19, 0.16, -0.38, -0.38, 0.19, 0.19, 0.19, 0.19]
}

=====

{
  "formula": "C5H12O",
  "method": "ωB97M-V/def2-TZVPD",
  "de_lowest_kcal_mol": 60.7,
  "total_energy_ev": -7424.6772,
  "smiles": "CC=O.CCC",
  "elements": ["C", "C", "O", "H", "H", "H", "H", "C", "C", "C", "H", "H", "H", "H", "H", "H", "H", "H"],
  "positions_angstrom": [[1.056, 0.546, -3.576], [-0.131, 1.583, -3.384], [-0.638, 2.195, -4.366], [0.782, -0.522, -3.662], [1.553, 0.799, -4.562], [1.611, 0.788, -2.703], [-0.192, 2.173, -2.341], [-0.600, 0.299, 1.346], [0.028, -0.403, 2.615], [-0.408, -1.803, 2.941], [-1.060, -0.515, 0.635], [-1.392, 1.105, 1.557], [0.314, 0.534, 0.819], [1.144, -0.534, 2.368], [-0.322, 0.368, 3.228], [-0.299, -2.496, 2.145], [-1.487, -1.850, 3.123], [0.043, -2.268, 3.818]],
  "nbo_charge": [-0.71, 0.41, -0.52, 0.24, 0.24, 0.22, 0.12, -0.62, -0.41, -0.61, 0.19, 0.22, 0.21, 0.19, 0.22, 0.20, 0.20, 0.21]
}

=====

{
  "formula": "C5H12O",
  "method": "ωB97M-V/def2-TZVPD",
  "de_lowest_kcal_mol": 105.7,
  "total_energy_ev": -7422.7280,
  "elements": ["C", "C", "O", "C", "C", "C", "H", "H", "H", "H", "H", "H", "H", "H", "H", "H", "H", "H"],
  "positions_angstrom": [[2.210, -0.188, 0.379], [0.938, 0.536, -0.016], [-0.254, -0.181, 0.331], [-1.708, 0.326, -0.488], [-1.589, -0.403, -1.801], [-0.574, -0.203, 1.724], [2.246, -1.188, -0.063], [2.331, -0.274, 1.464], [3.057, 0.387, -0.008], [0.885, 1.537, 0.437], [0.866, 0.632, -1.100], [-1.384, 1.374, -0.658], [-2.446, -0.034, -2.383], [-1.729, -1.486, -1.690], [-0.692, -0.239, -2.429], [-0.280, 0.731, 2.221], [-0.075, -1.041, 2.219], [-1.657, -0.308, 1.757]],
  "nbo_charge": [-0.64, -0.06, -0.43, -0.26, -0.71, -0.26, 0.22, 0.21, 0.22, 0.18, 0.21, 0.10, 0.23, 0.20, 0.16, 0.18, 0.18, 0.25]
}

=====

{
  "formula": "C5H12O",
  "method": "ωB97M-V/def2-TZVPD",
  "de_lowest_kcal_mol": 18.4,
  "total_energy_ev": -7426.5144,
  "smiles": "CCCCOC",
  "elements": ["C", "C", "C", "C", "O", "C", "H", "H", "H", "H", "H", "H", "H", "H", "H", "H", "H", "H"],
  "positions_angstrom": [[-2.690, -0.416, 0.082], [-1.271, -0.294, -0.463], [-0.507, 0.887, 0.135], [0.974, 0.861, -0.237], [1.703, 0.270, 0.823], [2.777, -0.522, 0.391], [-2.672, -0.634, 1.155], [-3.252, -1.214, -0.416], [-3.243, 0.521, -0.057], [-1.298, -0.181, -1.556], [-0.712, -1.219, -0.264], [-0.976, 1.825, -0.189], [-0.568, 0.863, 1.231], [1.107, 0.271, -1.157], [1.366, 1.869, -0.441], [3.376, -0.774, 1.270], [3.417, 0.001, -0.335], [2.419, -1.455, -0.070]],
  "nbo_charge": [-0.60, -0.39, -0.42, -0.06, -0.55, -0.24, 0.20, 0.21, 0.20, 0.19, 0.20, 0.20, 0.22, 0.16, 0.17, 0.19, 0.16, 0.16]
}

=====

{
  "formula": "C5H12O",
  "method": "ωB97M-V/def2-TZVPD",
  "de_lowest_kcal_mol": 17.9,
  "total_energy_ev": -7426.5350,
  "smiles": "CC(C)CCO",
  "elements": ["C", "C", "C", "C", "C", "O", "H", "H", "H", "H", "H", "H", "H", "H", "H", "H", "H", "H"],
  "positions_angstrom": [[-0.777, 1.905, 0.044], [-0.173, 0.534, 0.422], [-1.320, -0.485, 0.593], [0.890, 0.210, -0.611], [1.337, -1.233, -0.679], [1.622, -1.729, 0.633], [-0.112, 2.627, -0.402], [-1.428, 2.301, 0.813], [-1.561, 1.616, -0.721], [0.292, 0.628, 1.409], [-2.027, 0.050, 1.238], [-1.770, -0.714, -0.380], [-1.017, -1.376, 1.161], [1.820, 0.817, -0.440], [0.490, 0.471, -1.612], [2.158, -1.403, -1.364], [0.452, -1.755, -1.076], [1.126, -2.463, 0.972]],
  "nbo_charge": [-0.60, -0.22, -0.61, -0.41, -0.05, -0.75, 0.21, 0.21, 0.19, 0.20, 0.21, 0.20, 0.21, 0.21, 0.20, 0.18, 0.16, 0.48]
}

=====

{
  "formula": "C5H12O",
  "method": "ωB97M-V/def2-TZVPD",
  "de_lowest_kcal_mol": 35.2,
  "total_energy_ev": -7425.7847,
  "smiles": "CCOC(C)C",
  "elements": ["C", "C", "O", "C", "C", "C", "H", "H", "H", "H", "H", "H", "H", "H", "H", "H", "H", "H"],
  "positions_angstrom": [[-0.691, 2.323, 1.215], [-1.027, 1.029, 0.452], [0.067, 0.478, -0.282], [0.085, -1.044, -0.541], [0.672, -1.230, -1.933], [0.960, -1.486, 0.615], [-0.277, 3.091, 0.554], [0.018, 2.159, 2.035], [-1.608, 2.741, 1.663], [-1.427, 0.304, 1.181], [-1.818, 1.255, -0.272], [-0.944, -1.418, -0.477], [0.676, -2.273, -2.283], [1.709, -0.878, -1.946], [0.090, -0.636, -2.639], [0.482, -2.085, 1.398], [1.026, -0.408, 0.883], [1.948, -1.890, 0.358]],
  "nbo_charge": [-0.62, -0.06, -0.59, 0.11, -0.63, -0.70, 0.21, 0.21, 0.21, 0.16, 0.16, 0.18, 0.22, 0.21, 0.22, 0.21, 0.28, 0.21]
}